1.
The following is a DFT calculation (wB97M-V/def2-TZVPD) of a structure of composition C5H6O8S2 at a distorted geometry.

XYZ file:
```
21
Properties=species:S:1:pos:R:3:forces:R:3
C -1.49954 -1.88141 -0.97673 -1.456 0.833 1.036
C 0.86059 -1.15779 0.89468 1.685 -0.082 0.575
C -0.13556 1.62865 1.94269 -0.285 1.350 0.850
C 1.72177 -0.13793 -1.91603 -4.219 -4.127 1.609
C -0.32569 -0.58559 0.09056 0.194 0.969 -1.008
O -0.78738 -2.53520 -1.66542 0.618 -0.352 -0.326
O 0.70693 -1.01429 2.11722 -0.327 -0.341 0.696
O -2.63197 -1.64658 -0.63615 0.856 -0.410 -0.380
O 1.92160 -1.64056 0.39634 -1.100 0.006 -0.638
O -1.94382 -0.35539 2.11240 -0.430 -0.403 1.471
O -2.15459 1.29359 0.38517 -0.404 0.784 -0.833
O 0.47131 1.90258 -0.80573 0.475 0.908 1.035
O -0.79753 0.62613 -2.37554 0.536 -0.930 1.390
S -1.27904 0.46252 1.15694 0.407 -0.083 -0.026
S 0.12404 0.55979 -1.21432 1.352 -0.271 -3.236
H -0.72625 2.03316 2.81775 0.089 0.347 -1.376
H 0.61934 1.16734 2.50236 1.060 -1.517 0.392
H 0.44194 2.33298 1.26413 -1.728 -0.678 0.659
H 1.11754 -0.99071 -2.44462 1.727 1.301 0.173
H 2.00938 0.63642 -2.52713 1.090 1.551 -1.384
H 2.28694 -0.69770 -1.11856 -0.140 1.145 -0.680
```
Forces are in eV/Å.

Computed properties:
- Total charge: -2
- Maximum force: 6.117 eV/Å
- Multiplicity: 1
- Energy relative to the best compared isomer or geometry (same formula, charge and spin): 148.3 kJ/mol

2.
The following is a DFT calculation (wB97M-V/def2-TZVPD) of a cluster of 2 separate species, C3H8NO3S in total at a distorted geometry.

XYZ file:
```
16
Properties=species:S:1:pos:R:3:forces:R:3
C 0.60970 -0.13296 0.72851 -2.955 -1.505 -2.487
C -0.26718 0.85984 1.47607 0.950 1.413 1.280
S 0.56478 2.52891 1.59290 0.718 0.160 0.717
N -0.17772 -1.37547 0.52162 1.541 1.414 -0.076
C -0.74272 -1.86228 -0.73113 1.077 -0.841 3.696
O -0.36014 -1.23073 -1.69651 -0.355 -0.070 -2.270
O -1.37892 -2.89764 -0.49793 -0.973 -0.318 -1.296
H 0.67448 0.15499 -0.37048 0.711 0.261 1.925
H 1.57882 -0.35015 1.10421 0.879 0.134 0.697
H -0.98155 1.25920 0.79163 -1.481 -1.091 -0.041
H -0.63876 0.63808 2.57035 0.641 0.060 -2.428
H 1.45372 2.32884 0.61174 -0.065 -0.014 -0.058
H -0.64658 -1.71588 1.30068 -0.783 -0.813 1.459
H 0.07733 0.44536 -1.70121 -0.749 -1.671 0.606
H -0.01213 0.38318 -3.24631 0.568 1.144 2.417
O 0.24686 0.96673 -2.45414 0.275 1.736 -4.142
```
Forces are in eV/Å.

Computed properties:
- Total charge: -1
- Maximum force: 4.499 eV/Å
- Multiplicity: 1
- Energy relative to the best compared isomer or geometry (same formula, charge and spin): 163.6 kJ/mol

3.
The following is a DFT calculation (wB97M-V/def2-TZVPD) of the molecule C22H27N3O3S.

XYZ file:
```
56
Properties=species:S:1:pos:R:3:forces:R:3
C 0.33631 -4.38920 -0.99342 0.012 -0.109 0.020
C -0.67765 -3.55473 -0.86566 -0.135 0.063 -0.113
C -1.04245 -2.50646 -1.87988 0.152 -0.353 -0.019
N -1.13346 -1.18697 -1.28091 -0.451 0.103 -0.022
C -0.05816 -0.42489 -1.00939 0.498 -0.148 -0.163
O -0.13505 0.63398 -0.40579 0.078 0.090 0.146
C 1.29106 -0.92599 -1.50818 0.182 0.050 -0.011
N 2.31884 -0.04430 -1.01964 -0.301 0.149 -0.038
C 3.45351 -0.53627 -0.46376 -0.301 0.023 -0.324
O 3.74951 -1.71831 -0.51233 0.120 -0.163 0.073
C 4.33109 0.46299 0.15912 0.598 0.084 0.373
C 4.18311 1.81124 0.35051 -0.099 -0.441 -0.139
C 5.28649 2.39054 1.00348 0.208 0.079 0.126
C 6.25273 1.47782 1.29851 -0.084 -0.375 -0.111
S 5.83971 -0.10422 0.78873 -0.328 0.479 -0.061
C -2.44476 -0.71685 -0.85810 0.130 0.433 -0.151
C -2.52493 0.81701 -1.14130 -0.362 -0.537 0.222
O -2.39626 1.20383 -2.28226 0.107 0.141 -0.373
N -2.85620 1.56809 -0.08365 -0.240 0.198 0.366
C -2.93121 3.03113 -0.09244 -0.054 0.231 -0.161
C -1.59020 3.61558 -0.53976 -0.115 -0.120 0.013
C -3.25191 3.46463 1.33721 0.037 -0.122 -0.250
C -4.04974 3.46274 -1.04274 0.151 -0.064 0.070
C -2.81588 -1.11067 0.54674 -0.099 -0.263 0.129
C -4.15886 -1.31371 0.85395 0.157 0.013 -0.049
C -4.54474 -1.65659 2.13639 -0.092 -0.012 0.055
C -3.59254 -1.80613 3.13139 -0.030 -0.003 0.058
C -2.25532 -1.60638 2.83544 0.026 0.000 0.078
C -1.86720 -1.25835 1.55286 -0.020 0.022 -0.098
H 0.56177 -5.12789 -0.24414 0.010 -0.127 0.178
H 0.98088 -4.37660 -1.85723 0.137 0.078 -0.209
H -1.31310 -3.58165 0.00962 -0.035 -0.064 0.136
H -0.31866 -2.49794 -2.69764 -0.085 -0.039 -0.011
H -2.02271 -2.74455 -2.30476 0.136 0.119 -0.043
H 1.50882 -1.93649 -1.14914 -0.099 0.111 -0.135
H 1.28655 -0.92951 -2.60625 -0.082 -0.151 0.094
H 1.98832 0.88283 -0.78725 0.132 -0.104 0.063
H 3.32224 2.37703 0.04112 -0.177 0.075 -0.080
H 5.35787 3.43670 1.24236 0.039 0.159 0.051
H 7.18985 1.64780 1.79056 0.193 0.079 0.106
H -3.17788 -1.14984 -1.55056 0.135 0.106 0.110
H -2.77644 1.13774 0.82530 0.017 -0.032 -0.117
H -1.60824 4.70010 -0.47343 -0.020 0.155 0.017
H -1.38990 3.32356 -1.56627 0.066 0.014 -0.084
H -0.79036 3.22802 0.08613 0.105 0.007 0.080
H -4.18218 3.01138 1.67425 -0.115 -0.040 0.054
H -3.35871 4.54489 1.38391 0.003 0.101 0.004
H -2.45200 3.16909 2.01322 0.104 -0.022 0.117
H -4.12184 4.54653 -1.06728 -0.021 0.162 0.009
H -5.00314 3.05342 -0.71577 -0.115 -0.023 0.051
H -3.83805 3.10067 -2.04431 -0.023 0.016 -0.086
H -4.90329 -1.19998 0.07876 -0.089 0.012 -0.096
H -5.58982 -1.81286 2.35888 -0.087 -0.019 0.018
H -3.89199 -2.07887 4.13212 -0.027 -0.026 0.084
H -1.50703 -1.72193 3.60534 0.063 -0.008 0.068
H -0.82187 -1.09941 1.33828 0.091 0.013 -0.024
```
Forces are in eV/Å.

Computed properties:
- Maximum force: 0.710 eV/Å
- SMILES: C=CCN(C(=O)CNC(=O)c1cccs1)[C@H](C(=O)NC(C)(C)C)c1ccccc1
- Multiplicity: 1
- Energy relative to the best compared isomer or geometry (same formula, charge and spin): 165.5 kJ/mol

Which of these has the highest maximum force?
C5H6O8S2